(1)
Density functional theory data (ωB97M-V/def2-TZVPD) for a molecular structure, C39H62MnN12OS2.

Computed properties:
total charge: +3
electronic energy: -114346.121 eV
<S²>: 6.03
multiplicity: 5

Each line ends with the Löwdin charge.
CARTESIAN COORDINATES (ANGSTROEM)
Mn: 0.457 0.407 0.461  0.7603
C: 0.880 2.196 4.483  -0.0137
N: -0.303 1.353 4.342  -0.1186
C: -1.172 1.340 5.520  -0.0096
C: -0.537 0.599 3.259  -0.3474
N: 0.398 0.111 2.452  0.0609
C: 1.692 -0.231 2.970  -0.2259
C: 1.961 -0.568 4.292  -0.0356
C: 3.268 -0.769 4.708  -0.0553
C: 4.312 -0.612 3.804  -0.0518
C: 4.033 -0.376 2.468  -0.0241
C: 2.716 -0.270 2.031  -0.2328
N: 2.344 -0.167 0.658  0.0295
C: 3.112 -0.777 -0.271  -0.3624
N: 3.234 -0.192 -1.483  -0.1338
C: 3.314 1.252 -1.638  -0.0184
C: 3.425 -0.949 -2.712  -0.0271
N: 3.763 -1.933 -0.070  -0.1226
C: 5.088 -2.180 -0.639  -0.0158
C: 3.327 -2.941 0.887  -0.0295
N: -1.874 0.378 2.977  -0.0797
C: -2.861 1.450 3.101  -0.0112
C: -2.334 -0.851 2.444  -0.0980
H: 1.552 1.796 5.241  0.1027
H: 0.549 3.189 4.788  0.1084
H: 1.407 2.263 3.539  0.0727
H: -0.545 1.201 6.401  0.1089
H: -1.878 0.517 5.464  0.0997
H: -1.710 2.283 5.628  0.1032
H: 1.151 -0.672 5.002  0.1228
H: 3.470 -1.018 5.741  0.1178
H: 5.338 -0.696 4.134  0.1189
H: 4.842 -0.296 1.753  0.1240
H: 3.021 1.744 -0.716  0.0671
H: 2.665 1.579 -2.451  0.0854
H: 4.337 1.545 -1.887  0.1082
H: 4.395 -0.736 -3.166  0.1059
H: 2.646 -0.664 -3.423  0.0898
H: 3.349 -2.014 -2.515  0.0968
H: 5.427 -1.323 -1.211  0.0933
H: 5.084 -3.065 -1.276  0.1048
H: 5.787 -2.350 0.182  0.1064
H: 2.308 -2.751 1.208  0.0189
H: 3.991 -2.960 1.753  0.1001
H: 3.361 -3.915 0.395  0.1042
H: -2.351 2.387 3.307  0.0947
H: -3.577 1.250 3.898  0.1072
H: -3.397 1.556 2.155  0.0829
H: -1.667 -1.678 2.684  0.0700
H: -1.414 -0.711 0.584  0.0593
H: -3.345 -1.062 2.781  0.1310
S: -1.066 -1.176 -5.707  1.0734
C: -0.554 -0.630 -4.128  -0.4930
C: -0.404 0.711 -3.763  -0.0257
C: -0.033 1.024 -2.476  -0.1073
N: 0.214 0.101 -1.532  -0.0436
C: 0.080 -1.194 -1.884  -0.1381
C: -0.307 -1.592 -3.144  -0.0681
C: -0.556 0.171 -6.751  -0.5362
C: -1.413 1.230 -7.013  -0.0874
C: -0.954 2.247 -7.839  -0.1172
N: 0.252 2.254 -8.403  0.0912
C: 1.042 1.209 -8.169  -0.1135
C: 0.693 0.142 -7.351  -0.0697
H: -0.572 1.506 -4.476  0.1156
H: 0.067 2.055 -2.171  0.0967
H: 0.319 -1.939 -1.130  0.0562
H: -0.388 -2.647 -3.369  0.1193
H: -2.418 1.254 -6.614  0.1127
H: -1.591 3.094 -8.063  0.1179
H: 2.006 1.221 -8.663  0.1186
H: 1.370 -0.686 -7.198  0.1105
O: -0.856 1.945 0.433  -0.0425
C: -0.905 3.127 0.826  -0.4487
C: -1.888 4.097 0.249  -0.0736
C: -1.058 5.261 -0.367  -0.1435
C: 0.351 4.883 -0.878  -0.1628
C: 1.480 4.868 0.171  -0.1519
C: 1.406 3.715 1.169  -0.1475
N: 0.012 3.644 1.680  0.0989
H: -2.561 4.479 1.022  0.1354
H: -2.489 3.580 -0.496  0.1252
H: -0.963 6.068 0.363  0.1209
H: -1.640 5.673 -1.190  0.1236
H: 0.626 5.607 -1.644  0.1256
H: 0.314 3.915 -1.390  0.0907
H: 1.455 5.813 0.722  0.1281
H: 2.450 4.836 -0.330  0.1240
H: 2.088 3.852 2.005  0.1253
H: 1.647 2.754 0.704  0.0850
H: -0.269 4.567 1.994  0.1488
C: -5.378 0.385 -0.036  -0.0102
C: -4.780 -1.038 -0.030  -0.5647
C: -5.068 -1.724 -1.379  -0.0211
C: -5.342 -1.878 1.132  -0.0128
C: -3.324 -0.885 0.101  0.1562
N: -2.381 -0.816 0.918  0.1295
H: -6.422 0.303 -0.337  0.1098
H: -4.874 1.037 -0.748  0.0943
H: -5.345 0.836 0.956  0.0811
H: -6.146 -1.851 -1.473  0.1044
H: -4.602 -2.708 -1.435  0.0952
H: -4.715 -1.120 -2.213  0.0940
H: -6.385 -2.101 0.903  0.1095
H: -5.324 -1.336 2.077  0.0814
H: -4.815 -2.825 1.247  0.1026
C: -0.656 -7.269 0.312  -0.0474
N: -0.708 -5.813 0.304  -0.0439
C: -0.171 -5.030 1.235  -0.8551
N: 0.510 -5.618 2.224  0.1300
S: -0.303 -3.319 1.193  0.6251
H: -1.130 -7.637 -0.592  0.0985
H: -1.190 -7.680 1.171  0.1004
H: 0.377 -7.620 0.317  0.0975
H: -1.248 -5.343 -0.402  0.1193
H: 0.541 -6.618 2.339  0.1071
H: 0.853 -5.042 2.972  0.1034

(2)
Density functional theory data (ωB97M-V/def2-TZVPD) for 13 unconnected molecules or ions with the total composition C15H58FO13P2.

Computed properties:
total charge: +1
energy relative to the best compared isomer or geometry (same formula, charge and spin): 0.00 kcal per mole

Each line ends with the Löwdin charge.
CARTESIAN COORDINATES (ANGSTROEM)
O: 0.300 -2.481 0.130  -0.4436
P: 1.489 -1.900 -0.511  0.6159
P: 0.999 0.193 -1.117  1.0047
C: -0.529 0.596 -0.234  -0.3510
C: -1.736 0.516 -1.194  -0.1967
C: -2.253 -0.896 -1.283  -0.1810
F: -1.351 -1.645 -2.050  -0.0991
H: 2.642 -1.816 0.284  0.0040
H: 1.867 -2.506 -1.720  0.0057
H: 2.053 1.081 -0.836  -0.0137
H: 0.744 0.234 -2.492  0.0045
H: -0.411 1.592 0.184  0.0808
H: -0.604 -0.139 0.565  0.0724
H: -2.524 1.179 -0.839  0.1180
H: -1.458 0.824 -2.204  0.1087
H: -2.334 -1.352 -0.297  0.1296
H: -3.234 -0.930 -1.754  0.1097
C: -1.443 -5.406 -0.611  -0.1469
O: -2.134 -4.345 -1.263  -0.1361
H: -2.169 -6.191 -0.412  0.0808
H: -0.650 -5.816 -1.242  0.0780
H: -1.011 -5.076 0.337  0.0696
H: -1.498 -3.645 -1.443  0.0242
C: 0.835 2.259 2.607  -0.1426
O: 1.004 0.857 2.366  -0.1550
H: 1.209 2.794 1.737  0.0729
H: -0.217 2.509 2.757  0.0707
H: 1.409 2.582 3.475  0.0832
H: 0.687 0.380 3.139  0.0834
C: 3.311 5.366 3.432  -0.1460
O: 1.981 5.291 2.926  -0.1492
H: 3.953 4.815 2.747  0.0693
H: 3.650 6.401 3.487  0.0585
H: 3.386 4.912 4.424  0.0812
H: 1.407 5.781 3.530  0.0442
C: 2.520 -3.329 2.973  -0.1820
O: 3.927 -3.170 3.001  -0.1255
H: 2.079 -2.334 2.898  0.0633
H: 2.221 -3.924 2.104  0.0543
H: 2.142 -3.814 3.876  0.0849
H: 4.299 -4.059 3.046  0.0548
C: -2.135 -3.344 -4.683  -0.1427
O: -1.707 -4.665 -4.995  -0.1098
H: -1.904 -2.712 -5.539  0.0730
H: -3.211 -3.305 -4.498  0.0727
H: -1.617 -2.967 -3.802  0.0443
H: -1.920 -5.221 -4.240  0.0679
C: 4.826 1.536 -0.314  -0.1300
O: 3.801 2.141 -1.109  -0.1745
H: 4.617 0.468 -0.273  0.0677
H: 5.809 1.678 -0.763  0.0858
H: 4.829 1.931 0.703  0.0831
H: 3.978 3.086 -1.150  0.0881
C: -5.963 -3.499 -3.210  -0.1407
O: -5.116 -2.729 -2.359  -0.1519
H: -6.405 -2.813 -3.929  0.0820
H: -5.401 -4.263 -3.753  0.0724
H: -6.766 -3.980 -2.646  0.0809
H: -4.722 -3.340 -1.727  0.0697
C: 0.336 -0.593 -6.231  -0.1338
O: 0.000 -0.637 -4.841  -0.1608
H: 0.188 0.431 -6.563  0.0818
H: 1.378 -0.872 -6.401  0.0807
H: -0.312 -1.250 -6.813  0.0757
H: 0.109 -1.549 -4.555  0.0492
C: -1.409 5.206 3.622  -0.1478
O: -0.592 6.281 4.072  -0.1246
H: -1.372 4.433 4.387  0.0827
H: -2.446 5.519 3.486  0.0814
H: -1.024 4.798 2.683  0.0666
H: -0.624 6.979 3.412  0.0863
C: -5.983 -0.020 -0.932  -0.1577
O: -5.388 1.200 -0.478  -0.1357
H: -5.704 -0.798 -0.226  0.0769
H: -7.072 0.052 -0.962  0.0828
H: -5.607 -0.299 -1.916  0.0569
H: -5.639 1.896 -1.091  0.0732
C: 2.910 9.649 3.184  -0.1535
O: 3.050 8.702 4.237  -0.1332
H: 2.909 9.089 2.252  0.0759
H: 1.970 10.203 3.261  0.0759
H: 3.741 10.358 3.165  0.0780
H: 3.053 9.179 5.072  0.0777
C: 2.789 -6.949 1.693  -0.1405
O: 3.607 -6.216 2.600  -0.1327
H: 2.509 -6.267 0.893  0.0700
H: 3.329 -7.793 1.259  0.0812
H: 1.880 -7.312 2.178  0.0820
H: 3.866 -6.808 3.313  0.0881

(3)
Density functional theory data (ωB97M-V/def2-TZVPD) for 5 unconnected molecules or ions with the total composition C37H64N7O7P2.

Computed properties:
total charge: +1
energy relative to the best compared isomer or geometry (same formula, charge and spin): 78.51 kcal per mole

Each line ends with the Löwdin charge.
CARTESIAN COORDINATES (ANGSTROEM)
C: -4.861 3.327 2.870  -0.0291
C: -5.074 3.115 1.530  -0.1363
C: -4.038 3.475 0.398  -0.0956
C: -2.621 3.396 1.030  -0.0338
C: -1.965 2.108 1.110  0.0315
C: -2.727 0.897 0.542  -0.4403
O: -2.490 0.384 -0.504  0.1900
O: -3.828 0.396 1.315  -0.1873
P: -3.347 -0.909 2.259  0.7126
O: -2.560 -1.850 1.414  -0.3827
C: -0.628 2.035 1.715  -0.0647
C: 0.012 0.624 1.810  -0.1290
C: 0.750 0.181 0.477  -0.1447
C: 2.064 0.972 0.155  -0.1901
C: 1.895 1.627 -1.281  -0.1693
C: 3.250 2.119 -1.907  -0.2169
O: 3.131 3.395 -2.554  -0.2096
C: 3.799 4.425 -1.837  -0.1246
C: -0.018 3.272 2.162  -0.1698
P: 1.701 3.388 2.928  0.9418
N: 1.392 4.166 4.484  -0.1359
O: 2.368 1.915 3.345  -0.2870
N: -0.686 4.488 2.015  -0.0113
O: -0.055 5.626 2.423  -0.0960
C: 0.790 6.199 1.386  -0.1603
C: 1.723 7.256 2.119  -0.1790
C: 3.048 6.607 2.709  -0.1152
C: -1.956 4.625 1.498  -0.0904
N: -2.683 5.832 1.322  -0.0558
C: -2.309 6.612 0.113  -0.0255
C: -2.855 6.637 2.535  -0.4004
C: -4.233 6.490 3.293  0.0106
O: -2.076 7.430 2.976  0.1338
H: -4.015 2.912 3.462  0.0746
H: -5.606 3.973 3.402  0.0717
H: -6.042 2.689 1.157  0.1223
H: -4.138 2.780 -0.479  0.1299
H: -4.314 4.503 0.059  0.1201
H: -2.543 -0.557 3.380  0.0365
H: -4.528 -1.508 2.769  0.0454
H: 0.590 0.421 2.735  0.1066
H: -0.861 -0.090 1.872  0.0681
H: 0.010 0.338 -0.348  0.0988
H: 0.980 -0.917 0.476  0.1324
H: 2.976 0.325 0.092  0.1123
H: 2.309 1.813 0.844  0.0571
H: 1.419 0.889 -1.981  0.1145
H: 1.207 2.517 -1.257  0.1129
H: 3.627 1.402 -2.685  0.1313
H: 4.001 2.189 -1.076  0.1140
H: 4.814 4.140 -1.460  0.0932
H: 3.165 4.679 -0.938  0.0741
H: 3.915 5.367 -2.422  0.0934
H: 0.389 4.229 4.660  0.0386
H: 1.870 3.632 5.214  0.0486
H: 1.834 1.534 4.068  0.0598
H: 0.246 6.754 0.591  0.1054
H: 1.451 5.426 0.925  0.0975
H: 1.093 7.674 2.952  0.1176
H: 1.959 8.101 1.429  0.1140
H: 2.881 6.464 3.806  0.0652
H: 3.254 5.650 2.177  0.0301
H: 3.901 7.320 2.564  0.0786
H: -1.449 6.179 -0.460  0.1002
H: -2.173 7.699 0.329  0.1131
H: -3.180 6.554 -0.600  0.0979
H: -4.641 7.527 3.420  0.1009
H: -4.938 5.981 2.586  0.0646
H: -4.137 5.938 4.252  0.0918
C: -4.264 -1.453 -2.610  -0.1036
C: -4.203 -2.521 -1.531  -0.2734
C: -4.581 -3.915 -2.031  -0.1798
C: -5.971 -3.919 -2.551  -0.2280
N: -7.046 -3.922 -2.952  0.1456
H: -5.273 -1.331 -3.009  0.0747
H: -3.961 -0.491 -2.198  0.0452
H: -3.595 -1.698 -3.440  0.0831
H: -4.871 -2.222 -0.718  0.1075
H: -3.190 -2.549 -1.123  0.0961
H: -4.505 -4.638 -1.216  0.1177
H: -3.898 -4.223 -2.825  0.0969
C: -2.673 -8.030 -4.708  -0.1068
C: -2.325 -7.436 -3.348  -0.2641
C: -1.555 -6.116 -3.453  -0.1929
C: -0.274 -6.324 -4.170  -0.2191
N: 0.720 -6.487 -4.717  0.1567
H: -1.775 -8.278 -5.279  0.0723
H: -3.245 -8.950 -4.586  0.0750
H: -3.273 -7.333 -5.299  0.0784
H: -1.737 -8.163 -2.782  0.1147
H: -3.249 -7.264 -2.788  0.1024
H: -1.342 -5.725 -2.456  0.1147
H: -2.142 -5.369 -3.991  0.1045
C: 3.700 -5.727 -2.501  -0.1258
C: 4.097 -4.929 -3.736  -0.2621
C: 4.855 -3.641 -3.394  -0.1760
C: 4.007 -2.749 -2.560  -0.2214
N: 3.351 -2.061 -1.915  0.1402
H: 3.016 -5.163 -1.863  0.0677
H: 3.190 -6.646 -2.789  0.0680
H: 4.578 -5.998 -1.908  0.0615
H: 3.197 -4.688 -4.307  0.1007
H: 4.726 -5.552 -4.376  0.1123
H: 5.129 -3.112 -4.309  0.1156
H: 5.773 -3.869 -2.848  0.1170
C: 5.312 -4.901 1.035  -0.1087
C: 4.840 -5.498 2.357  -0.2666
C: 4.881 -7.029 2.370  -0.1824
C: 3.993 -7.575 1.311  -0.2276
N: 3.308 -7.996 0.493  0.1491
H: 4.668 -5.201 0.207  0.0422
H: 5.294 -3.811 1.082  0.0729
H: 6.335 -5.214 0.807  0.0816
H: 3.822 -5.154 2.557  0.1106
H: 5.472 -5.120 3.164  0.1070
H: 4.547 -7.405 3.338  0.1149
H: 5.898 -7.387 2.199  0.1190

(4)
Density functional theory data (ωB97M-V/def2-TZVPD) for C5H8ClFO in the gas phase.

Computed properties:
SMILES: CCC(=O)[C@@](C)(F)Cl
energy relative to the best compared isomer or geometry (same formula, charge and spin): 17.61 kcal per mole

Each line ends with the Löwdin charge.
CARTESIAN COORDINATES (ANGSTROEM)
C: 0.156 -1.456 -1.619  -0.0882
C: 0.777 -0.654 -0.508  -0.2024
C: -0.292 0.232 0.033  -0.3896
O: -1.445 0.222 -0.271  0.1176
C: 0.300 1.463 0.960  -0.8482
C: -0.587 2.131 1.851  -0.1050
F: 1.461 0.998 1.530  -0.0122
Cl: 0.763 2.639 -0.263  0.7555
H: 0.679 -2.434 -1.404  0.0937
H: 0.253 -1.047 -2.661  0.1064
H: -0.822 -1.736 -1.432  0.0392
H: 1.265 -1.287 0.283  0.1419
H: 1.588 0.035 -0.742  0.1034
H: -0.154 3.081 2.215  0.0979
H: -0.625 1.450 2.710  0.1111
H: -1.506 2.466 1.473  0.0790